Entry 1:
{"formula": "C28H31Cl2N7O4S2Sn", "method": "ωB97M-V with the def2-TZVPD basis set", "species": ["Sn", "Cl", "Cl", "S", "S", "O", "O", "O", "O", "N", "N", "N", "N", "N", "N", "N", "C", "C", "C", "C", "C", "C", "C", "C", "C", "C", "C", "C", "C", "C", "C", "C", "C", "C", "C", "C", "C", "C", "C", "C", "C", "C", "C", "C", "H", "H", "H", "H", "H", "H", "H", "H", "H", "H", "H", "H", "H", "H", "H", "H", "H", "H", "H", "H", "H", "H", "H", "H", "H", "H", "H", "H", "H", "H", "H"], "coordinates": [[0.407, -0.310, -0.260], [5.209, 0.779, -1.532], [5.457, -2.123, -1.796], [-0.397, -0.268, -2.915], [-5.182, -6.941, -0.365], [0.137, 1.710, -0.329], [0.690, -1.256, 3.078], [3.108, -1.910, 0.333], [2.476, -0.370, -1.188], [-0.440, 2.305, -3.570], [-5.505, -5.366, -0.226], [2.094, 0.820, 1.741], [1.656, 1.405, -3.349], [-0.460, -3.277, 0.488], [-3.578, -6.936, -0.187], [-2.591, -1.563, 0.585], [-2.842, -2.865, 0.364], [-1.878, -5.176, 0.195], [3.332, -1.055, -0.510], [-3.616, -0.726, 0.617], [-2.154, 2.423, -0.561], [0.588, -4.089, 0.526], [-4.943, -1.112, 0.418], [1.176, -0.162, 3.819], [3.585, 2.698, 1.789], [-0.771, -6.024, 0.247], [0.337, 1.255, -3.289], [-1.681, -3.806, 0.345], [2.679, 1.830, 3.816], [3.474, 2.756, 3.174], [0.067, 3.672, -3.726], [-3.238, -5.672, -0.008], [-1.190, 1.877, 1.689], [-0.413, 3.897, 0.464], [-5.203, -2.441, 0.187], [1.383, 3.787, -2.985], [2.315, 2.708, -3.489], [0.475, -5.480, 0.425], [-4.140, -3.340, 0.167], [2.015, 0.858, 3.066], [-4.339, -4.777, -0.031], [2.868, 1.728, 1.123], [4.825, -0.801, -0.786], [-0.881, 2.452, 0.295], [5.355, -0.839, 0.153], [-1.110, 4.474, 1.080], [-1.421, 2.148, -3.414], [1.204, 3.608, -1.924], [-1.431, 0.806, 1.621], [-3.380, 0.319, 0.813], [0.201, 3.896, -4.786], [2.896, 1.668, 0.040], [-2.339, 1.405, -0.919], [-3.035, 2.773, -0.011], [0.370, 0.375, 4.330], [1.806, -0.593, 4.594], [-2.034, 2.384, 2.165], [3.234, 2.673, -2.910], [4.209, 3.390, 1.238], [-0.315, 1.986, 2.334], [-2.033, 3.068, -1.438], [-5.734, -0.373, 0.446], [1.556, -3.609, 0.633], [4.004, 3.513, 3.740], [2.570, 1.841, 4.896], [1.818, 4.777, -3.121], [-0.679, 4.360, -3.332], [-6.210, -2.809, 0.023], [2.208, 0.628, -2.991], [1.361, -6.100, 0.484], [2.584, 2.874, -4.534], [0.569, 3.908, 0.947], [-0.331, 4.396, -0.507], [-0.920, -7.093, 0.143], [0.112, -0.969, 2.361]], "e_lumo_ha": -0.0102, "orbital_gap_ev": 7.09, "e_above_lowest_ev": 0.9931, "total_energy_ev": -100710.1566}

Entry 2:
{"formula": "C38H64N4O2SeTi", "method": "ωB97M-V with the def2-TZVPD basis set", "species": ["Se", "Ti", "O", "O", "N", "N", "N", "N", "C", "C", "C", "C", "C", "C", "C", "C", "C", "C", "C", "C", "C", "C", "C", "C", "C", "C", "C", "C", "C", "C", "C", "C", "C", "C", "C", "C", "C", "C", "C", "C", "C", "C", "C", "C", "C", "C", "H", "H", "H", "H", "H", "H", "H", "H", "H", "H", "H", "H", "H", "H", "H", "H", "H", "H", "H", "H", "H", "H", "H", "H", "H", "H", "H", "H", "H", "H", "H", "H", "H", "H", "H", "H", "H", "H", "H", "H", "H", "H", "H", "H", "H", "H", "H", "H", "H", "H", "H", "H", "H", "H", "H", "H", "H", "H", "H", "H", "H", "H", "H", "H"], "coordinates": [[0.799, -1.814, 2.177], [-1.176, -1.177, 0.534], [0.255, -1.539, -0.648], [-1.970, 0.119, -0.702], [-2.032, -3.067, 2.098], [-2.038, -0.265, 2.440], [-3.948, -1.300, 0.358], [-1.940, -2.813, -0.889], [1.590, -1.396, -0.485], [0.661, 5.200, 2.081], [-3.233, -2.637, -1.560], [-0.298, 0.766, 0.605], [1.178, -2.204, -3.463], [2.430, -1.129, -1.569], [4.325, -1.175, -0.007], [0.907, 0.260, -3.026], [-2.832, -4.237, 1.710], [-3.145, 4.198, -1.185], [2.396, 3.471, 2.473], [-0.419, 3.406, -0.126], [-3.221, 2.038, -2.399], [6.047, 0.161, 1.218], [0.542, 1.674, 1.231], [2.083, -1.521, 0.812], [-1.461, 3.682, -2.962], [1.459, 4.067, 1.423], [-1.205, 1.226, -0.323], [1.882, -0.927, -2.985], [-2.065, -1.128, 3.628], [3.797, -1.038, -1.288], [6.647, -0.825, -0.977], [3.443, -1.411, 1.044], [0.505, 3.018, 0.845], [-1.326, 2.540, -0.755], [5.820, -1.040, 0.290], [-4.569, 0.036, 2.398], [-2.654, -2.478, 3.290], [-2.283, 3.093, -1.808], [-2.468, -4.919, 0.388], [-5.009, -0.939, 1.288], [6.326, -2.313, 0.980], [-4.360, -2.328, -0.587], [-1.522, -4.179, -0.536], [-3.183, 0.668, 2.324], [2.321, 4.648, 0.293], [3.001, -0.626, -3.986], [-5.868, -0.517, 0.747], [6.165, -3.188, 0.348], [0.542, 0.397, -4.049], [-5.380, -1.863, 1.743], [-2.674, 1.210, -2.846], [-3.891, 1.620, -1.645], [6.368, 0.097, -1.491], [3.811, -1.499, 2.059], [-3.487, -3.517, -2.162], [0.807, -2.066, -4.482], [-3.866, -3.892, 1.666], [7.704, -0.749, -0.714], [1.247, 1.325, 1.978], [-1.399, -4.771, -1.451], [-3.834, 2.512, -3.171], [-1.195, 0.305, 2.474], [-3.715, -2.375, 3.065], [-3.848, 4.589, -1.924], [7.108, 0.261, 1.461], [0.033, 4.816, 2.887], [-3.392, -5.145, -0.151], [7.396, -2.232, 1.189], [-2.125, 4.098, -3.725], [-2.804, -4.979, 2.518], [3.022, 2.680, 2.056], [-4.685, -0.443, 3.373], [-2.540, 5.030, -0.824], [3.547, 0.281, -3.723], [-2.580, -3.147, 4.157], [3.054, 4.253, 2.857], [-3.719, 3.812, -0.339], [-3.045, 1.236, 1.404], [0.335, -2.466, -2.825], [1.846, 3.052, 3.318], [1.342, 5.945, 2.502], [-0.435, 4.450, -0.419], [-0.530, -4.082, -0.086], [2.562, -0.475, -4.974], [-0.844, 2.912, -3.429], [5.815, -2.489, 1.927], [-1.079, -3.353, 2.318], [3.716, -1.447, -4.063], [-0.798, 4.480, -2.622], [0.013, 5.707, 1.365], [-1.204, -2.467, -1.495], [-5.267, 0.876, 2.416], [-4.650, -3.218, -0.025], [0.053, 0.118, -2.369], [-3.663, -0.475, -0.170], [5.714, 1.085, 0.741], [-1.039, -1.233, 3.980], [1.709, 5.134, -0.468], [-2.637, -0.661, 4.437], [-2.009, -5.891, 0.586], [-3.118, 1.386, 3.150], [2.898, 3.861, -0.197], [6.538, -1.653, -1.680], [4.473, -0.834, -2.103], [-5.246, -2.030, -1.168], [1.412, 1.181, -2.724], [1.873, -3.047, -3.465], [5.496, 0.054, 2.153], [-3.112, -1.795, -2.244], [3.018, 5.391, 0.688]], "e_lumo_ha": 0.0081, "orbital_gap_ev": 7.20, "total_energy_ev": -138965.5443}

Entry 3:
{"formula": "C15H36AsGeO3Pt", "method": "ωB97M-V with the def2-TZVPD basis set", "species": ["Pt", "As", "Ge", "O", "O", "O", "C", "C", "C", "C", "C", "C", "C", "C", "C", "C", "C", "C", "C", "C", "C", "H", "H", "H", "H", "H", "H", "H", "H", "H", "H", "H", "H", "H", "H", "H", "H", "H", "H", "H", "H", "H", "H", "H", "H", "H", "H", "H", "H", "H", "H", "H", "H", "H", "H", "H", "H"], "coordinates": [[-0.900, 0.175, -0.529], [-2.578, -0.652, -1.862], [1.531, 1.234, 1.310], [-0.203, 0.100, 1.357], [0.638, 1.650, -0.491], [2.559, -0.154, 0.743], [-1.163, 0.164, 2.408], [-0.349, -0.003, 3.710], [4.036, -2.142, 0.459], [-3.581, 0.996, -2.012], [3.629, -0.995, 2.650], [1.745, -2.398, 1.526], [2.958, -1.427, 1.332], [1.699, 0.706, -2.467], [-2.087, -0.960, -3.720], [-3.929, -1.947, -1.431], [2.286, 2.997, -1.506], [1.180, 1.979, -1.774], [-1.918, 1.495, 2.438], [0.026, 2.647, -2.514], [-2.169, -0.950, 2.244], [-4.593, -1.671, -0.580], [4.997, -1.682, 0.467], [-4.185, 0.886, -2.943], [0.354, 0.795, 4.008], [-0.429, 3.398, -1.822], [2.074, -3.454, 1.604], [-2.522, -0.135, -4.256], [2.975, -0.345, 3.258], [-2.424, -1.964, -4.074], [3.938, -1.876, 3.255], [0.327, 3.196, -3.398], [1.855, 3.820, -0.919], [-2.563, 1.525, 1.547], [0.815, 0.131, -2.859], [-1.276, 2.353, 2.495], [-4.624, -2.098, -2.290], [2.236, 0.956, -3.393], [2.687, 3.345, -2.461], [4.589, -0.466, 2.427], [2.320, 0.078, -1.818], [1.033, -2.224, 0.739], [-3.560, -2.990, -1.237], [-1.050, -0.151, 4.548], [-0.764, 1.979, -2.833], [3.046, 2.461, -0.847], [1.220, -2.076, 2.469], [-4.163, 1.115, -1.104], [-2.492, 1.483, 3.390], [0.276, -0.876, 3.728], [3.710, -2.116, -0.575], [-1.761, -1.957, 2.068], [-1.022, -0.857, -3.766], [-2.808, -1.001, 3.198], [-2.839, 1.786, -2.063], [4.122, -3.203, 0.688], [-2.909, -0.682, 1.479]], "spin_multiplicity": 4, "charge": 2, "e_lumo_ha": [-0.2189, -0.3855], "orbital_gap_ev": [10.14, 5.83], "total_energy_ev": -142863.8125}

Entry 4:
{"formula": "C4H5ClN2S", "method": "ωB97M-V with the def2-TZVPD basis set", "species": ["Cl", "S", "N", "N", "C", "C", "C", "C", "H", "H", "H", "H", "H"], "coordinates": [[-0.029, 2.794, 1.903], [0.313, -1.228, 0.273], [0.860, 0.353, -1.712], [-1.389, -1.430, 0.199], [0.799, -0.883, -1.406], [0.255, 0.642, 0.470], [0.125, 1.176, 1.708], [0.541, 1.191, -0.742], [-0.091, 0.537, 2.538], [-1.592, -1.254, -0.769], [-1.476, -2.418, 0.333], [1.017, -1.708, -2.061], [0.666, 2.226, -0.732]], "e_lumo_ha": [-0.0088, -0.0088], "orbital_gap_ev": [6.57, 6.57], "e_above_lowest_ev": 3.7805, "total_energy_ev": -30563.1164}